DFT (wB97M-V/def2-TZVPD) results for a structure of composition CH4FNP2.

Output
LUMO level (alpha / beta) = -1.5 / -1.5 eV
HOMO energy (alpha / beta) = -8.09 / -8.10 eV
largest force on an atom = 0.0394 Eh/bohr
frontier orbital gap (alpha / beta) = 6.64 / 6.64 eV

Structure (XYZ):
```
9
CH4FNP2 | OMol25 | wB97M-V/def2-TZVPD
C -1.455 -0.318 -0.272
N -2.333 -1.010 0.285
F -1.780 0.958 -0.601
P 0.808 0.205 -0.264
P 2.928 -0.107 -0.332
H -2.038 -1.968 0.548
H 0.685 1.303 0.655
H 0.320 1.210 -1.104
H 2.865 -0.274 1.084
```

Atom charges from the Mulliken analysis, given in e for atoms 1 to 5: 0.34 -0.51 -0.24 -0.09 -0.07



DFT (wB97M-V/def2-TZVPD) results for an isolated molecule of C4H5N3O.

Output
LUMO level (alpha / beta) = 0.0 / -0.1 eV
HOMO energy (alpha / beta) = -7.52 / -7.07 eV
largest force on an atom = 0.1223 Eh/bohr
frontier orbital gap (alpha / beta) = 7.54 / 6.98 eV

Structure (XYZ):
```
13
C4H5N3O | OMol25 | wB97M-V/def2-TZVPD
C -1.306 -0.305 0.051
C -0.888 1.030 0.141
C -0.347 -1.269 0.065
C 1.217 0.152 0.107
N 3.329 -0.851 -0.167
N 2.430 0.020 0.001
N 0.477 1.217 0.154
O -0.511 -2.609 0.003
H -2.425 -0.588 -0.047
H -1.588 1.955 0.237
H 4.190 -0.288 -0.061
H 1.004 2.101 0.173
H -1.458 -2.826 0.219
```

Atom charges from the Mulliken analysis, given in e for atoms 1 to 5: -0.17 -0.40 0.17 0.19 -0.92



Relative energy (zero: lowest compared OMol25 entry of this formula, charge and spin) (computed, kJ/mol): 406.6; 669.9